13
Properties=species:S:1:pos:R:3 method="wB97M-V/def2-TZVPD" energy_ev=-17596.6996 relative_energy_ev=0.081 fmax_ev_per_a=1.62 gap_ha="0.102 / 0.317" molar_mass_g_mol=105.2 total_charge=-1 multiplicity=2
S -1.031 2.486 -0.826
O -0.946 -2.125 0.981
N 1.169 -1.372 0.674
C -0.396 1.095 0.128
C -0.591 -0.264 -0.537
C -0.181 -1.378 0.403
H 0.681 1.298 0.255
H 1.781 -1.076 -0.072
H -0.727 1.106 1.169
H 1.457 -2.165 1.230
H 0.263 3.029 -1.039
H -1.552 -0.311 -0.959
H 0.073 -0.322 -1.407

***

20
Properties=species:S:1:pos:R:3 method="wB97M-V/def2-TZVPD" energy_ev=-16163.6747 relative_energy_ev=3.949 fmax_ev_per_a=3.85 gap_ha="0.277 / 0.341" molar_mass_g_mol=118.1 total_charge=+1
P 0.504 -0.207 -0.843
N -0.824 -0.887 -0.015
C -1.572 -0.574 0.989
C -0.060 -0.296 -2.538
C 1.697 -1.673 -0.693
C -2.084 1.286 3.066
C 1.313 1.268 -0.128
H 1.171 -2.567 -0.933
H -0.219 -1.404 -2.681
H -2.217 2.228 2.511
H 2.480 -1.289 -1.390
H -0.992 0.357 -2.553
H 2.227 -1.734 0.255
H 2.222 1.523 -0.536
H -2.992 0.623 2.900
H 1.475 1.107 1.034
H -2.361 -1.301 1.274
H 0.681 2.166 -0.243
H -1.176 1.300 3.695
H 0.727 0.073 -3.173

***

9
Properties=species:S:1:pos:R:3 method="wB97M-V/def2-TZVPD" energy_ev=-15710.5431 relative_energy_ev=3.303 fmax_ev_per_a=4.45 gap_ha="0.271 / 0.271" molar_mass_g_mol=76.5 total_charge=0
Cl -3.173 0.192 -0.146
C -0.319 0.241 0.176
C 0.112 -1.099 0.068
C -0.155 1.505 0.100
H 0.794 1.748 0.277
H -0.864 -1.522 0.226
H -0.913 2.276 0.072
H 0.868 -1.272 0.765
H 0.271 -1.380 -0.928

***

16
Properties=species:S:1:pos:R:3 method="wB97M-V/def2-TZVPD" energy_ev=-7856.0040 relative_energy_ev=2.156 fmax_ev_per_a=0.29 gap_ha=0.337 molar_mass_g_mol=95.1 total_charge=0
N 0.159 -1.259 0.031
C 0.035 1.065 0.392
C 0.206 -0.613 -1.084
C 0.016 -0.546 2.335
C 0.146 0.855 -0.933
C 0.054 -0.255 1.033
C 0.236 1.836 -2.056
H 0.069 -1.578 2.667
H -1.101 -3.665 1.616
H -0.066 0.234 3.087
H -0.791 -3.224 1.099
H 1.210 1.766 -2.555
H -0.530 1.648 -2.817
H -0.036 2.010 0.917
H 0.280 -1.135 -2.038
H 0.114 2.860 -1.693

***

42
Properties=species:S:1:pos:R:3 method="wB97M-V/def2-TZVPD" energy_ev=-110428.5556 relative_energy_ev=1.971 fmax_ev_per_a=3.97 gap_ha=0.194 molar_mass_g_mol=483.2 total_charge=-1
Co -0.456 0.003 0.144
Co 1.231 -1.410 -0.640
O 1.900 -4.187 -1.180
O -2.043 2.456 -0.518
O -2.211 -0.782 2.295
O 3.730 0.065 -0.793
O 1.305 -1.053 2.243
O 0.955 2.143 -1.298
N 0.801 2.399 0.972
N 1.145 2.428 3.114
C 0.672 1.043 -2.315
C 2.176 2.693 1.189
C 3.581 2.893 3.332
C -2.170 -2.913 -0.715
C -4.177 -3.121 -2.042
C -1.674 -1.948 -1.618
C -1.219 1.651 -0.218
C -0.484 -1.216 -1.261
C 2.754 -0.559 -0.748
C 2.371 2.696 2.520
C -3.663 -2.206 -2.970
C -2.413 -1.624 -2.770
C 1.648 -3.080 -0.941
C 0.354 -0.141 -1.540
C -3.426 -3.480 -0.917
C -1.541 -0.444 1.413
C 0.913 -0.903 1.137
C 0.221 2.188 2.198
C 0.331 1.794 -0.168
H -2.001 -0.901 -3.477
H -0.836 2.010 2.347
H -4.241 -1.946 -3.855
H 2.864 2.855 0.382
H -5.166 -3.557 -2.185
H -3.798 -4.197 -0.182
H -1.564 -3.175 0.159
H 4.455 2.893 2.670
H 0.993 2.329 4.115
H 3.709 2.093 4.076
H 1.593 0.956 -2.901
H 3.555 3.855 3.866
H -0.172 1.396 -2.922

***

15
Properties=species:S:1:pos:R:3 method="wB97M-V/def2-TZVPD" energy_ev=-18638.3534 relative_energy_ev=4.894 fmax_ev_per_a=3.29 gap_ha="0.233 / 0.339" molar_mass_g_mol=118.2 total_charge=+1
S -1.264 2.021 0.799
O 1.512 0.817 -1.385
N 0.275 -0.130 1.566
C -0.119 0.753 0.473
C 1.004 0.407 -0.363
C -1.319 -0.746 -1.843
C 1.399 -0.673 0.767
H -0.442 -0.778 1.874
H -2.215 -0.216 -1.731
H 1.274 -1.818 0.704
H 2.271 -0.206 1.295
H -0.499 -0.363 -2.340
H 0.630 0.228 2.384
H -1.142 2.466 -0.433
H -1.366 -1.760 -1.766

***

19
Properties=species:S:1:pos:R:3 method="wB97M-V/def2-TZVPD" energy_ev=-19629.8489 relative_energy_ev=2.312 fmax_ev_per_a=2.54 gap_ha=0.339 molar_mass_g_mol=133.2 total_charge=0
S 1.479 -1.952 -1.079
N -1.611 -2.035 0.256
N -0.751 -1.865 1.348
N 0.827 -0.701 -0.093
C 0.289 -1.177 1.124
C -0.809 1.768 -0.800
C 0.342 1.748 0.226
C 1.400 0.638 -0.092
H -1.749 1.968 -0.273
H 0.874 2.690 0.242
H 0.321 -2.654 -1.321
H -2.528 -2.240 0.648
H 0.016 1.494 1.257
H 0.984 -1.052 1.977
H -0.866 0.753 -1.249
H 1.914 0.699 -1.046
H 2.161 0.612 0.717
H -1.627 -1.231 -0.294
H -0.668 2.537 -1.548

***

7
Properties=species:S:1:pos:R:3 method="wB97M-V/def2-TZVPD" energy_ev=-23782.6638 relative_energy_ev=0.114 fmax_ev_per_a=1.16 gap_ha=0.371 molar_mass_g_mol=84.2 total_charge=0
S -1.410 -0.287 0.079
S -1.972 1.197 1.352
O 2.008 -1.297 -0.790
H -0.745 1.665 1.665
H 1.895 -0.430 -1.241
H 1.425 -1.243 0.001
H -1.199 0.396 -1.066